(1)
{
  "formula": "C5H6NO",
  "method": "ωB97M-V/def2-TZVPD",
  "energy_ha": -323.59274,
  "lumo_energy_ha": -0.1845,
  "total_charge": 1,
  "relative_energy_kcal_mol": 174.0,
  "smiles": "C1C2=C3O[C@H]3C[N@@H+]12",
  "species": ["C", "C", "C", "O", "C", "C", "N", "H", "H", "H", "H", "H", "H"],
  "positions_angstrom": [[-0.950, 1.400, 0.540], [0.233, 1.319, -0.330], [1.418, 0.493, -0.126], [2.256, -0.287, 0.377], [1.245, -0.875, -0.461], [-0.243, -1.136, 0.026], [-0.872, 0.200, -0.362], [-0.692, 1.079, 1.624], [-1.715, 2.098, 0.396], [1.723, -1.415, -1.268], [-0.789, -1.914, -0.294], [-0.085, -1.242, 1.017], [-1.527, 0.280, -1.141]]
}

---

(2)
{
  "formula": "C2H5N3OS2",
  "method": "ωB97M-V/def2-TZVPD",
  "energy_ha": -1115.02819,
  "lumo_energy_ha": -0.0023,
  "relative_energy_kcal_mol": 41.6,
  "smiles": "N/C(=N\\S)C(=S)NO",
  "species": ["N", "C", "N", "S", "C", "S", "N", "O", "H", "H", "H", "H", "H"],
  "positions_angstrom": [[1.086, 1.485, 0.003], [0.263, 0.426, 0.047], [-0.418, 0.082, 1.047], [-0.305, 1.138, 2.423], [0.121, -0.365, -1.255], [0.767, 0.250, -2.666], [-0.550, -1.515, -1.221], [-0.970, -2.174, -0.084], [1.335, 1.959, 0.836], [1.403, 1.796, -0.912], [-1.007, 0.371, 3.294], [-0.687, -2.015, -2.079], [-1.036, -1.438, 0.565]]
}

---

(3)
{
  "formula": "C21H50F3Na3O13S",
  "method": "ωB97M-V/def2-TZVPD",
  "energy_ha": -2992.37394,
  "lumo_energy_ha": -0.2379,
  "total_charge": 2,
  "relative_energy_kcal_mol": 0.0,
  "species": ["Na", "Na", "Na", "C", "F", "F", "F", "S", "O", "O", "O", "C", "O", "C", "C", "O", "C", "H", "H", "H", "H", "H", "H", "H", "H", "H", "H", "C", "O", "C", "C", "O", "C", "H", "H", "H", "H", "H", "H", "H", "H", "H", "H", "C", "O", "C", "C", "O", "C", "H", "H", "H", "H", "H", "H", "H", "H", "H", "H", "C", "O", "C", "C", "O", "C", "H", "H", "H", "H", "H", "H", "H", "H", "H", "H", "C", "O", "C", "C", "O", "C", "H", "H", "H", "H", "H", "H", "H", "H", "H", "H"],
  "positions_angstrom": [[-1.085, 3.349, -4.825], [1.355, -1.558, -6.181], [-4.044, -1.691, -3.876], [-0.076, -0.010, -1.699], [-0.897, 0.837, -1.070], [1.159, 0.478, -1.672], [-0.144, -1.191, -1.095], [-0.581, -0.125, -3.484], [0.461, -0.936, -4.116], [-1.885, -0.780, -3.507], [-0.607, 1.283, -3.834], [-2.774, 3.615, -1.685], [-1.709, 4.088, -2.523], [-0.551, 4.342, -1.740], [0.516, 5.021, -2.570], [0.843, 4.250, -3.743], [1.918, 3.344, -3.539], [-3.413, 2.963, -2.279], [-3.362, 4.484, -1.378], [-2.416, 3.105, -0.792], [-0.122, 3.381, -1.422], [-0.725, 4.918, -0.829], [1.407, 5.247, -1.987], [0.186, 5.982, -2.973], [1.651, 2.557, -2.835], [2.826, 3.832, -3.175], [2.146, 2.922, -4.518], [-6.115, 1.010, 5.785], [-4.779, 1.333, 5.476], [-4.210, 0.439, 4.554], [-2.935, 1.058, 4.024], [-2.466, 0.250, 2.971], [-1.324, 0.745, 2.330], [-6.208, -0.016, 6.152], [-6.764, 1.150, 4.910], [-6.472, 1.704, 6.543], [-4.905, 0.176, 3.748], [-3.945, -0.499, 5.063], [-2.192, 1.107, 4.830], [-3.121, 2.093, 3.706], [-1.161, 0.111, 1.457], [-0.447, 0.728, 2.985], [-1.481, 1.763, 1.946], [1.758, 2.650, 0.733], [1.162, 3.880, 1.053], [2.117, 4.957, 1.022], [1.386, 6.281, 0.863], [1.717, 6.879, -0.362], [1.022, 8.081, -0.580], [2.465, 2.347, 1.520], [2.299, 2.646, -0.220], [1.005, 1.862, 0.743], [2.890, 4.761, 0.272], [2.653, 4.907, 1.977], [1.706, 6.881, 1.727], [0.308, 6.139, 0.991], [-0.022, 8.032, -0.253], [1.061, 8.401, -1.622], [1.497, 8.917, -0.048], [-1.754, -9.116, -0.089], [-1.913, -7.709, -0.037], [-0.901, -7.058, 0.686], [-1.083, -5.566, 0.470], [0.019, -4.920, 1.076], [-0.225, -3.544, 1.277], [-2.698, -9.553, -0.404], [-1.480, -9.508, 0.894], [-0.989, -9.375, -0.829], [0.103, -7.365, 0.368], [-0.986, -7.279, 1.758], [-2.036, -5.246, 0.899], [-1.069, -5.387, -0.614], [-0.514, -3.084, 0.326], [0.719, -3.079, 1.562], [-0.975, -3.364, 2.050], [3.258, -2.012, -2.526], [3.733, -2.709, -1.412], [2.762, -3.594, -0.891], [3.371, -4.451, 0.188], [4.477, -5.167, -0.315], [5.231, -5.738, 0.713], [4.069, -1.348, -2.818], [2.319, -1.501, -2.306], [2.984, -2.674, -3.367], [2.404, -4.236, -1.711], [1.870, -3.101, -0.488], [2.573, -5.115, 0.546], [3.691, -3.852, 1.050], [4.663, -6.280, 1.479], [5.909, -5.041, 1.219], [5.891, -6.507, 0.297]]
}